{
  "formula": "C2H11N2O",
  "method": "wB97M-V/def2-TZVPD",
  "species": ["C", "N", "H", "H", "H", "H", "H", "H", "N", "C", "O", "H", "H", "H", "H", "H"],
  "positions_angstrom": [[0.643, 2.434, 0.406], [0.471, 1.147, -0.396], [-0.349, 2.924, 0.507], [1.376, 3.123, -0.113], [0.931, 2.007, 1.400], [1.376, 1.041, -0.851], [0.475, 0.350, 0.205], [-0.251, 1.276, -1.007], [-1.527, -1.165, -0.320], [-0.307, -2.000, -0.235], [0.777, -1.409, 0.680], [-2.022, -1.126, 0.567], [-2.080, -1.334, -1.181], [0.217, -2.072, -1.203], [-0.450, -3.073, 0.164], [0.720, -2.121, 1.376]],
  "atomic_forces_ev_per_a": [[-0.2, -0.2, 0.8], [3.9, 2.3, 1.4], [0.8, -0.3, -0.1], [-0.8, -1.0, 0.9], [0.2, 1.3, -0.7], [-0.2, -0.1, -0.8], [-1.1, -1.4, 0.8], [-2.5, -0.5, -2.2], [1.8, -0.4, -0.3], [0.5, -0.6, 0.4], [-2.4, -2.0, 0.0], [-0.3, -0.3, -0.6], [0.4, 0.0, 1.3], [-0.7, 0.1, 0.2], [-0.1, 1.6, -0.6], [0.8, 1.7, -0.5]],
  "mulliken_charge": [-0.7447, -0.2205, 0.3089, 0.3301, 0.3241, 0.3636, 0.3200, 0.3291, -0.4933, -0.4333, -0.6052, 0.2022, 0.2446, 0.2922, 0.4134, 0.3686],
  "relative_energy_kj_mol": 144.7,
  "charge": 1,
  "homo_energy_ev": -13.844
}

{
  "formula": "C6H10O",
  "method": "wB97M-V/def2-TZVPD",
  "species": ["O", "C", "C", "C", "C", "C", "C", "H", "H", "H", "H", "H", "H", "H", "H", "H", "H"],
  "positions_angstrom": [[1.108, -1.171, 1.901], [-0.044, -1.294, 1.551], [-0.487, -1.427, 0.107], [0.534, -0.860, -0.890], [0.141, 0.480, -1.448], [-1.028, 1.315, 1.592], [0.904, 1.573, -1.442], [-0.856, -1.394, 2.296], [-0.644, -2.503, -0.057], [-1.467, -0.949, 0.010], [0.653, -1.557, -1.729], [1.506, -0.790, -0.390], [-0.832, 0.522, -1.943], [-1.633, 2.110, 1.111], [-0.336, 1.881, 2.251], [0.586, 2.491, -1.931], [1.894, 1.573, -0.990]],
  "atomic_forces_ev_per_a": [[-0.5, 0.0, -0.1], [0.3, -0.1, 0.1], [0.0, 0.0, 0.0], [0.1, 0.0, 0.0], [0.1, 0.1, 0.0], [0.0, 0.6, 0.1], [-0.1, -0.1, 0.0], [0.1, 0.0, 0.0], [0.0, 0.1, 0.1], [0.1, -0.1, 0.0], [0.0, 0.1, 0.1], [-0.1, 0.0, -0.1], [0.1, 0.0, 0.1], [0.1, -0.1, 0.0], [0.0, -0.2, -0.2], [0.0, -0.1, 0.1], [-0.1, 0.0, 0.0]],
  "mulliken_charge": [-0.5207, -0.0983, -0.6355, -0.3589, -0.1677, -0.4642, -0.7930, 0.4183, 0.3658, 0.3644, 0.2571, 0.3358, 0.2836, 0.2343, 0.2456, 0.2743, 0.2591],
  "relative_energy_kj_mol": 514.6,
  "charge": 0,
  "homo_energy_ev": [-9.456, -9.431]
}

{
  "formula": "C26H20N2O2SSbSe4W",
  "method": "wB97M-V/def2-TZVPD",
  "species": ["W", "Se", "Sb", "Se", "Se", "Se", "C", "C", "C", "C", "C", "C", "C", "S", "O", "O", "N", "C", "C", "C", "C", "C", "C", "C", "C", "N", "C", "H", "H", "H", "H", "H", "H", "H", "H", "H", "H", "H", "H", "H", "C", "C", "C", "C", "C", "C", "C", "C", "C", "C", "H", "H", "H", "H", "H", "H", "H"],
  "positions_angstrom": [[-1.759, 0.451, 0.618], [-2.439, 5.193, -0.664], [-3.791, 3.401, -1.586], [-3.670, 1.820, 0.707], [-1.708, -0.242, 2.899], [-6.146, 3.869, -1.672], [1.864, -5.629, 4.197], [1.325, -4.713, 3.133], [0.055, -4.164, 3.236], [-0.437, -3.298, 2.269], [0.363, -2.980, 1.186], [1.624, -3.551, 1.038], [2.101, -4.404, 2.014], [-0.216, -1.912, -0.091], [-1.678, -1.743, 0.095], [0.247, -2.474, -1.320], [0.194, -0.394, 0.141], [1.306, 0.236, 0.641], [2.592, -0.227, 0.763], [3.600, 0.622, 1.262], [3.337, 1.917, 1.605], [2.017, 2.422, 1.490], [1.662, 3.761, 1.775], [0.375, 4.158, 1.615], [-0.597, 3.227, 1.228], [-0.303, 1.962, 0.969], [1.009, 1.555, 1.052], [1.095, -5.887, 4.922], [2.687, -5.154, 4.734], [2.248, -6.553, 3.761], [-0.568, -4.409, 4.088], [-1.425, -2.871, 2.355], [2.205, -3.355, 0.147], [3.082, -4.849, 1.903], [2.840, -1.228, 0.446], [4.608, 0.236, 1.350], [4.122, 2.572, 1.960], [2.429, 4.454, 2.099], [0.057, 5.178, 1.777], [-1.625, 3.533, 1.124], [0.300, 2.546, -4.565], [0.676, 2.592, -3.209], [-0.035, 1.904, -2.272], [-1.176, 1.123, -2.607], [-1.955, 0.422, -1.629], [-3.007, -0.331, -2.111], [-3.362, -0.390, -3.474], [-2.640, 0.303, -4.396], [-1.531, 1.068, -3.987], [-0.776, 1.797, -4.939], [0.859, 3.110, -5.302], [1.527, 3.189, -2.906], [0.270, 1.966, -1.244], [-3.623, -0.887, -1.421], [-4.219, -0.981, -3.780], [-2.909, 0.286, -5.446], [-1.082, 1.753, -5.978]],
  "atomic_forces_ev_per_a": [[-0.7, 0.7, 1.1], [0.2, 0.4, 0.3], [-0.3, 0.0, -1.3], [1.3, -1.2, 0.4], [-0.2, 0.0, -1.1], [-0.1, 0.2, 0.1], [0.0, 0.0, 0.0], [0.0, 0.0, 0.0], [0.0, 0.0, 0.0], [0.0, 0.0, 0.0], [0.1, 0.0, -0.1], [0.0, 0.0, 0.0], [0.0, 0.0, 0.0], [0.3, 0.1, -0.2], [-0.3, -0.1, 0.1], [0.0, 0.0, 0.1], [-0.2, -0.1, 0.2], [0.1, -0.1, 0.0], [0.2, 0.0, -0.1], [0.0, -0.1, 0.0], [-0.2, 0.1, 0.0], [0.3, -0.3, -0.1], [0.0, 0.1, 0.1], [0.1, 0.3, 0.1], [-0.3, -0.2, 0.0], [-0.3, 0.2, 0.0], [0.3, 0.2, 0.1], [0.0, 0.0, 0.0], [0.0, 0.0, 0.0], [0.0, 0.0, 0.0], [0.0, 0.0, 0.0], [0.0, 0.0, 0.0], [0.0, 0.0, 0.0], [0.0, 0.0, 0.0], [0.0, 0.0, 0.0], [0.0, 0.0, 0.0], [0.0, 0.0, 0.0], [0.0, 0.0, 0.0], [0.0, 0.0, 0.0], [0.0, 0.1, 0.0], [0.0, 0.0, -0.1], [0.1, 0.0, 0.0], [-0.1, -0.1, 0.0], [0.2, 0.1, 0.0], [-0.3, -0.5, 0.2], [0.1, 0.2, -0.1], [-0.1, -0.1, 0.1], [-0.1, 0.0, -0.1], [0.1, 0.1, 0.2], [0.0, 0.0, 0.0], [0.0, 0.0, 0.0], [0.0, 0.0, 0.0], [0.0, 0.0, 0.0], [-0.1, -0.1, 0.1], [0.0, 0.0, 0.0], [0.0, 0.0, 0.0], [0.0, 0.0, 0.0]],
  "mulliken_charge": [0.9823, -0.5777, 0.4534, -0.3058, -0.3335, -0.6983, -1.4526, 1.1555, -1.0796, -0.4196, -0.0918, -0.5443, -0.8395, 1.6337, -0.6581, -0.7508, 0.0076, 0.4732, -0.7796, -0.8317, -1.0670, 0.7733, -0.6941, -1.0863, -0.2245, -0.1554, 0.3873, 0.3455, 0.3083, 0.3521, 0.3138, 0.6705, 0.6154, 0.3743, 0.4009, 0.3898, 0.4055, 0.4210, 0.4568, 0.5814, -0.5388, -0.9191, 0.2127, 0.1315, 0.8939, -0.4837, -1.0008, -0.8747, 0.9848, -0.9710, 0.3749, 0.4201, 0.3870, 0.3939, 0.3696, 0.3376, 0.3705],
  "relative_energy_kj_mol": 123.8,
  "charge": -1,
  "homo_energy_ev": [-3.387, -3.357]
}

{
  "formula": "C8H50N6NaO17",
  "method": "wB97M-V/def2-TZVPD",
  "species": ["Na", "O", "H", "H", "O", "H", "H", "O", "H", "H", "O", "H", "H", "O", "H", "H", "O", "H", "H", "O", "H", "H", "O", "H", "H", "O", "H", "H", "C", "O", "N", "N", "H", "H", "H", "H", "C", "O", "N", "N", "H", "H", "H", "H", "C", "O", "N", "N", "H", "H", "H", "H", "C", "O", "H", "H", "H", "H", "C", "O", "H", "H", "H", "H", "C", "O", "H", "H", "H", "H", "C", "O", "H", "H", "H", "H", "C", "O", "H", "H", "H", "H"],
  "positions_angstrom": [[10.069, 10.871, 9.472], [7.699, 13.862, 12.008], [8.071, 13.884, 12.902], [8.171, 13.178, 11.431], [10.486, 11.436, 11.754], [9.870, 11.145, 12.448], [11.354, 11.438, 12.206], [14.072, 5.988, 9.885], [13.666, 5.207, 9.540], [13.327, 6.591, 9.850], [15.788, 7.889, 10.746], [16.464, 7.523, 11.289], [15.410, 7.029, 10.415], [13.120, 8.866, 11.912], [12.696, 9.009, 11.057], [14.034, 8.513, 11.725], [11.142, 5.160, 10.083], [10.985, 4.215, 10.272], [10.583, 5.722, 10.687], [10.003, 12.574, 7.486], [9.312, 12.523, 6.798], [9.922, 13.379, 8.021], [7.929, 11.719, 9.650], [7.570, 12.514, 9.254], [7.288, 11.154, 10.101], [7.768, 12.162, 5.257], [7.328, 11.283, 5.266], [7.098, 12.684, 4.826], [6.408, 14.699, 8.769], [7.134, 13.792, 8.399], [6.076, 15.002, 10.025], [5.882, 15.571, 7.755], [5.587, 15.890, 10.145], [6.500, 14.414, 10.684], [5.852, 15.093, 6.856], [5.155, 16.102, 8.113], [9.586, 7.501, 13.033], [9.683, 7.078, 11.902], [8.776, 6.970, 14.002], [10.283, 8.643, 13.384], [8.400, 7.586, 14.711], [8.397, 6.028, 13.889], [11.154, 8.604, 12.813], [10.509, 8.565, 14.334], [13.139, 10.502, 8.711], [12.260, 10.184, 9.465], [14.383, 9.981, 8.860], [12.885, 11.592, 7.818], [15.164, 10.228, 8.222], [14.524, 9.374, 9.647], [11.910, 11.871, 7.621], [13.438, 11.619, 6.938], [10.648, 13.665, 14.530], [9.384, 12.994, 14.287], [10.856, 13.766, 15.519], [11.399, 13.097, 14.057], [10.762, 14.689, 14.127], [8.825, 13.088, 15.048], [10.035, 15.244, 10.065], [10.771, 13.981, 9.782], [10.221, 15.719, 11.032], [10.172, 15.978, 9.269], [8.985, 15.027, 9.887], [11.679, 14.257, 9.499], [8.399, 7.923, 9.088], [9.226, 8.801, 9.770], [8.994, 7.034, 8.779], [7.511, 7.589, 9.646], [7.995, 8.434, 8.197], [9.711, 8.216, 10.401], [14.816, 12.293, 12.582], [13.741, 11.434, 13.111], [15.133, 12.891, 13.446], [15.651, 11.697, 12.238], [14.428, 12.982, 11.804], [13.550, 10.693, 12.562], [13.361, 15.386, 7.701], [13.330, 14.429, 8.763], [12.914, 15.081, 6.789], [13.003, 16.332, 7.991], [14.424, 15.665, 7.511], [13.218, 13.516, 8.391]],
  "atomic_forces_ev_per_a": [[-0.1, 0.5, 0.1], [0.3, -1.1, -1.3], [0.4, -0.5, -0.4], [-0.5, 1.2, 1.6], [0.3, -0.3, 0.6], [0.2, 0.1, -0.2], [-0.5, 0.1, -0.4], [0.2, 0.7, 0.1], [-0.2, -1.1, -0.3], [-0.2, 0.3, 0.2], [-1.3, -0.9, -0.8], [1.2, 0.1, 1.0], [-0.1, 0.9, -0.1], [1.0, -0.5, 0.0], [0.0, 0.3, -0.3], [-1.0, 0.3, 0.2], [-0.5, 0.3, 0.5], [-0.1, 0.9, 0.1], [0.6, -1.1, -0.5], [0.2, -0.6, -0.4], [0.2, 0.3, 0.5], [-0.2, -0.1, 0.0], [1.1, -1.7, 1.2], [-0.9, 0.8, -0.6], [-0.1, 0.6, -0.4], [-0.3, -1.3, 0.2], [0.7, 0.6, 0.2], [-0.2, 0.7, -0.2], [-1.0, 2.0, -2.6], [0.5, -0.7, 0.2], [-0.9, 1.1, -2.1], [2.5, -2.4, 1.3], [0.5, -0.9, 0.8], [0.5, -0.2, 2.1], [-0.4, 0.6, 0.4], [-1.9, 1.2, -0.3], [-0.6, 0.7, 0.6], [0.1, -1.3, -1.2], [0.1, -0.3, -0.2], [0.5, -0.8, -1.4], [0.2, -0.4, 0.0], [0.0, 0.9, -0.1], [-0.6, 0.6, 0.6], [0.6, 0.5, 1.6], [1.0, 2.1, -1.1], [-2.0, -1.0, 1.4], [0.4, 1.1, -2.0], [1.4, -0.8, -1.0], [-1.0, -0.4, 1.1], [0.4, -0.2, 0.0], [0.3, -0.6, 0.4], [-0.4, -0.1, 1.0], [-1.1, 0.6, -2.4], [0.8, 0.6, -0.6], [0.5, -0.1, 3.1], [0.9, -0.8, -0.4], [-0.8, -0.4, -0.2], [-0.3, 0.1, 0.6], [0.0, -0.9, -1.3], [-0.3, 2.0, 0.2], [0.1, -0.5, -0.1], [0.8, 0.1, 0.0], [-0.1, -0.3, 0.8], [-0.5, -0.2, 0.3], [-0.8, -1.0, -1.5], [1.0, -0.1, 1.2], [-0.6, 0.4, 0.0], [0.4, 0.1, 0.2], [0.3, -0.2, 0.2], [-0.4, 0.8, -0.1], [-1.5, -0.3, 0.7], [0.8, 2.0, 0.5], [0.0, -0.2, -0.3], [0.1, -0.1, -0.2], [0.3, -0.5, 0.3], [0.1, -1.1, -1.0], [2.7, -0.1, 0.4], [-0.7, -0.6, -0.5], [-0.6, -0.5, -0.7], [-1.2, 0.9, 0.8], [-0.4, -0.6, -0.2], [0.4, 0.9, 0.3]],
  "mulliken_charge": [0.6736, -0.6878, 0.3004, 0.2819, 0.3822, 0.0974, -0.0514, -0.6812, 0.3093, 0.3073, -0.6301, 0.2793, 0.4009, -0.7976, 0.1938, 0.3200, -0.6105, 0.2966, 0.4125, -0.5776, 0.2451, 0.2149, -0.4475, 0.3389, 0.2177, -0.5983, 0.2995, 0.2888, 0.4626, -0.6293, -0.2208, -0.5233, 0.1891, 0.2923, 0.2569, 0.1721, 0.5750, -0.6575, -0.4342, -0.2717, 0.2035, 0.2417, 0.0024, 0.2818, 0.3363, -0.2424, -0.2389, -0.3427, 0.1955, -0.0268, 0.1018, 0.2689, -0.4851, -0.4866, 0.4371, 0.0338, 0.2272, 0.2735, -0.6045, -0.3030, 0.2619, 0.3707, 0.0699, 0.3730, -0.7323, -0.2342, 0.2707, 0.2570, 0.2686, 0.1315, -0.5376, -0.4628, 0.2607, 0.3035, 0.1700, 0.3543, -0.8052, -0.5649, 0.3167, 0.3382, 0.2735, 0.4539],
  "charge": 1,
  "homo_energy_ev": -12.107
}